(1)
DFT (ωB97M-V/def2-TZVPD) results for a single C2H3F3 molecule.

Atoms and positions in Å:
H -0.1958 -0.6333 -0.5493
C 1.7074 -0.0008 -0.0390
H -0.0994 -0.3254 1.0351
H -0.0382 0.9629 -0.2149
F 2.2070 -1.2253 0.2222
C 0.2049 0.0349 0.0952
F 2.1134 0.8679 0.9422
F 2.2610 0.3311 -1.2187

Atoms 1-6, force components in eV/Å:
H -1.3 -2.1 -2.4
C -0.3 -0.4 1.3
H -0.1 0.4 1.5
H -1.4 3.2 -0.3
F 0.1 0.1 0.4
C 2.7 -1.4 -0.1

Output
LUMO energy   1.000 eV
Strongest force on any atom   3.5 eV Å⁻¹
HOMO   -0.4848 Ha
Spin multiplicity   1
ΔE to the lowest compared entry with this formula, charge and spin   0.475 eV
E   -10275.2543 eV
Charge   0
Frontier orbital gap   14.193 eV
Structure (SMILES)   CC(F)(F)F

(2)
DFT (ωB97M-V/def2-TZVPD) results for a single C2H3F3N2 molecule.

Atoms and positions in Å:
C -0.3331 -0.0067 0.3619
H -2.0546 1.1286 0.0236
F 1.9175 -0.8295 0.8942
N -1.3007 -0.6837 -0.3363
H -1.1552 -1.2319 -1.1854
F 1.7930 1.2376 0.2613
H -0.3691 -0.0355 1.5381
C 1.2085 0.0215 0.0229
N -1.2257 0.7420 -0.4185
F 1.5195 -0.3425 -1.1617

Atoms 1-6, force components in eV/Å:
C 2.9 0.3 3.9
H 0.4 -0.1 0.6
F -1.4 0.7 -0.8
N -1.8 -2.3 -0.1
H 0.8 0.8 0.1
F -1.0 -0.6 -0.2

Output
LUMO energy   1.044 eV
Strongest force on any atom   4.8 eV Å⁻¹
HOMO   -0.3678 Ha
Spin multiplicity   1
ΔE to the lowest compared entry with this formula, charge and spin   2.164 eV
E   -13253.1800 eV
Charge   0
Frontier orbital gap   11.053 eV
Structure (SMILES)   FC(F)(F)C1NN1